# 1
Computed, not measured: a cluster of 14 separate species, C3H33NO13 in total, with ωB97M-V with the def2-TZVPD basis set.

ORCA input file:
```
! wB97M-V def2-TZVPD RIJCOSX def2/J DEFGRID3
* xyz 0 1
N 1.0356 -1.4981 0.3191
C 2.4547 -1.0840 0.3501
C 2.0757 -0.3525 2.6619
C 2.9479 -0.7374 1.7439
H 0.4277 -0.9061 -0.2242
H 0.6683 -1.5351 1.2620
H 2.6042 -0.2077 -0.3221
H 3.0108 -1.8426 -0.2194
H 2.2825 -0.2258 3.7035
H 0.9920 -0.1348 2.4866
H 4.0021 -0.7228 2.0352
H 1.0821 -3.5467 -1.0080
H 2.2331 -3.6612 -2.0071
O 1.2699 -3.5195 -1.9579
H 1.0029 -2.0580 -4.5164
H 1.2514 -2.1100 -2.9398
O 1.4951 -1.6656 -3.7957
H 3.4052 2.1654 -2.2219
H 2.1283 2.2788 -1.4043
O 3.1002 2.2602 -1.3125
H -0.4297 -3.0420 1.1525
H -0.0096 -3.4735 2.5650
O -0.4700 -3.7807 1.7695
H -0.2216 0.9342 -2.1304
H -0.3058 -0.5457 -2.5327
O -0.5820 0.0616 -1.8374
H -2.8737 -0.3930 -0.5397
H -2.0059 -0.1994 0.6941
O -2.6993 0.2441 0.1881
H -2.9939 1.7750 2.2651
H -1.6788 1.9832 2.7749
O -2.4357 2.5321 2.4970
H -0.0726 1.5916 4.2967
H 0.4119 1.7426 2.8502
O -0.3160 1.4211 3.3890
H -0.0038 2.2306 -0.9297
H -0.1598 3.2473 -1.9435
O 0.4072 2.4801 -1.7832
H 1.9669 2.0424 1.0176
H 1.5972 3.4353 1.1258
O 1.5407 2.6310 1.6550
H -2.1828 1.8791 -0.2794
H -2.1042 2.9840 0.7520
O -1.7343 2.7336 -0.1208
H -3.6761 0.1755 -3.3265
H -2.5543 0.2510 -2.2739
O -3.2666 -0.3173 -2.6067
H -4.3273 -1.7345 -1.2198
H -4.2201 -1.5875 0.3188
O -4.0694 -2.1984 -0.4205
*
```

## Properties
M = 291.3 g/mol
Orbital gap = 9.7 eV
Largest force on an atom = 0.0305 Eh/bohr
LUMO energy = 0.16 eV
ΔE to the lowest compared entry with this formula, charge and spin = 68.2 kcal per mole

---

# 2
Computed, not measured: a cluster of 2 separate species, C2 in total, with ωB97M-V with the def2-TZVPD basis set.

ORCA input file:
```
! wB97M-V def2-TZVPD RIJCOSX def2/J DEFGRID3
* xyz -1 2
C 0.0000 0.0000 1.4300
C 0.0000 0.0000 -1.4300
*
```

## Properties
M = 24.0 g/mol
Orbital gap (alpha / beta) = 4.8 / 5.2 eV
Largest force on an atom = 0.0785 Eh/bohr
Expectation value of S² = 0.751
LUMO energy (alpha / beta) = 3.60 / 4.31 eV
ΔE to the lowest compared entry with this formula, charge and spin = 244.1 kcal per mole

---

# 3
Computed, not measured: a structure of composition C31H46N6O4PS2Ti, with ωB97M-V with the def2-TZVPD basis set.

ORCA input file:
```
! wB97M-V def2-TZVPD RIJCOSX def2/J DEFGRID3
* xyz 0 2
Ti 0.0534 0.3919 0.5908
O 0.7209 -4.2341 5.3734
C -0.4754 -3.5683 5.4216
C -1.4436 -4.0886 6.2707
C -2.6784 -3.4713 6.3664
C -2.9489 -2.3302 5.6228
C -1.9754 -1.8161 4.7820
C -0.7297 -2.4246 4.6660
C 0.3022 -1.8739 3.7100
O -0.6931 0.0955 2.4473
N 1.8635 -1.3522 1.2176
N 1.9715 -0.3229 0.2536
C 3.1651 -0.0013 -0.0520
S 4.5648 -0.8647 0.5406
C 5.7313 0.0408 -0.5115
C 5.2385 1.4673 -0.6889
S 3.4673 1.4035 -1.0546
H 1.3550 -3.7313 4.8520
H -1.2056 -4.9730 6.8468
H -3.4305 -3.8809 7.0286
H -3.9118 -1.8427 5.6992
H -2.1665 -0.9268 4.1939
H 5.8224 -0.4557 -1.4773
H 6.7018 0.0212 -0.0165
H 5.7355 1.9418 -1.5344
H 5.4074 2.0640 0.2061
C 0.4516 3.9313 2.8505
C -0.9992 4.0822 2.3517
C -1.4798 5.5157 2.6087
C -1.8478 3.1346 3.2160
P -1.0949 3.4967 0.5640
N -0.1889 2.2398 0.3309
C -2.8893 3.0876 0.1559
C -3.9153 4.1078 0.6636
C -3.0398 2.9644 -1.3684
C -3.2453 1.7088 0.7338
C -0.5013 4.8779 -0.5802
C -1.4826 6.0286 -0.8254
C 0.8064 5.4507 -0.0100
C -0.1072 4.2665 -1.9332
H 0.4347 3.9277 3.9427
H 1.0883 4.7544 2.5385
H 0.8964 2.9900 2.5333
H -1.4302 5.6966 3.6862
H -2.5120 5.6827 2.2985
H -0.8514 6.2641 2.1297
H -1.6466 3.3720 4.2634
H -1.5832 2.0894 3.0505
H -2.9175 3.2711 3.0567
H -3.7189 5.1186 0.3088
H -3.9727 4.1316 1.7509
H -4.9033 3.8177 0.2937
H -3.0037 3.9295 -1.8712
H -4.0181 2.5248 -1.5803
H -2.2786 2.3115 -1.7980
H -3.2942 1.6864 1.8182
H -2.5353 0.9424 0.4196
H -4.2252 1.4229 0.3419
H -1.8386 6.4926 0.0928
H -2.3496 5.7146 -1.4067
H -0.9698 6.8019 -1.4051
H 0.6503 6.0787 0.8627
H 1.2671 6.0746 -0.7808
H 1.5073 4.6556 0.2482
H -0.9518 3.9064 -2.5135
H 0.5870 3.4428 -1.7799
H 0.3932 5.0411 -2.5215
O -0.2615 -1.7474 0.3925
C 0.6852 -1.9533 1.2167
C 0.4137 -2.7827 2.4497
C 1.6694 -1.4429 4.3306
C 1.3817 -0.0637 3.7284
O 2.0066 0.9485 3.5288
N 0.1115 -0.4389 3.4087
H 1.1973 -3.5264 2.6027
H -0.5290 -3.3028 2.2924
H 2.5500 -1.9019 3.8843
H 1.7082 -1.4651 5.4192
N -2.1922 -0.0113 -5.4491
C -1.6366 -0.0007 -4.1993
C -0.5034 0.7662 -3.9113
C -0.0132 0.7778 -2.6239
N -0.5532 0.0891 -1.6174
C -1.6230 -0.6625 -1.8975
C -2.1970 -0.7321 -3.1476
H -1.6597 0.3482 -6.2204
H -2.8664 -0.7208 -5.6727
H -0.0144 1.3514 -4.6794
H 0.8565 1.3731 -2.3782
H -2.0236 -1.2398 -1.0741
H -3.0703 -1.3522 -3.3029
*
```

## Properties
M = 709.7 g/mol
Orbital gap (alpha / beta) = 6.9 / 8.1 eV
Largest force on an atom = 0.0267 Eh/bohr
Expectation value of S² = 0.757
LUMO energy (alpha / beta) = 0.31 / 0.31 eV
ΔE to the lowest compared entry with this formula, charge and spin = 80.1 kcal per mole

---

# 4
Computed, not measured: a structure of composition C4H19AgBBeF6NO12S2, with ωB97M-V with the def2-TZVPD basis set.

ORCA input file:
```
! wB97M-V def2-TZVPD RIJCOSX def2/J DEFGRID3
* xyz 0 3
Ag 0.1284 0.7713 0.0227
Be 3.6549 -2.8461 -0.4558
C -1.7299 -1.0772 -3.2970
F -2.2758 -1.3123 -4.5170
F -2.7189 -1.4938 -2.4163
F -0.5669 -1.7923 -3.0901
S -1.2351 0.8102 -3.0736
O 0.1770 0.8251 -3.2296
O -1.9878 1.4562 -4.1671
N -1.5308 1.1765 -1.3318
S -3.0005 1.8431 -1.5585
O -2.9091 3.0657 -2.2827
O -4.0588 0.9260 -1.9087
C -3.3462 2.6178 0.2630
F -4.4019 3.3915 0.1501
F -3.7810 1.7060 1.1338
F -2.3129 3.2717 0.6934
C 1.8342 2.4926 3.6393
C 1.2429 1.9299 2.3600
O 0.2632 2.4973 1.7344
O 1.6812 0.9950 1.7423
H 1.2022 2.2065 4.4800
H 1.9014 3.5755 3.7438
H 2.7673 1.9970 3.9074
B 1.3934 -1.1907 -0.5652
H 0.3233 -1.0652 -0.5062
H 1.5262 -2.0962 -1.1368
H 1.7985 -0.3533 -1.1118
H 1.7870 -1.2690 0.4364
O -2.3138 -2.5142 -0.0370
H -1.5051 -2.0858 -0.3176
H -2.2636 -3.3924 -0.4144
O 3.7333 -1.3359 1.9168
H 3.6825 -1.3578 2.8724
H 3.3991 -0.4712 1.6784
O 2.1780 -4.5848 -1.7060
H 1.3744 -5.0209 -1.9895
H 2.7582 -4.6334 -2.4658
O 1.6160 2.1256 -1.2828
H 2.2632 1.9710 -1.9709
H 1.2783 3.0028 -1.4636
O -1.3065 -0.4025 1.4795
H -1.6814 -0.0956 2.3050
H -1.7973 -1.1983 1.2741
O 0.9558 -1.4007 3.3998
H 1.4727 -0.6691 3.0624
H 0.3307 -0.9957 4.0011
*
```

## Properties
M = 579.0 g/mol
Orbital gap (alpha / beta) = 8.5 / 6.0 eV
Largest force on an atom = 0.0970 Eh/bohr
Expectation value of S² = 2.006
LUMO energy (alpha / beta) = -1.08 / -3.49 eV

---

Calculated DFT total energy in order - -31754.14612, -2058.38644, -104100.59231, -73558.35072 eV